Molecular formula: C3H4N4S
Method: DFT, ωB97M-V with the def2-TZVPD basis set

Each line ends with the Mulliken charge.
Geometry (Å):
C -2.0265 -0.8976 -0.2113  0.11
C -2.4670 0.3347 0.2251  -0.52
C 2.2269 0.1296 -0.0083  0.03
N -0.8222 -1.2047 -0.5379  -0.35
N 1.1931 0.9063 0.0918  -0.47
N 3.3535 0.6695 0.1809  -0.53
N 0.0010 0.6026 -0.0049  0.31
S -1.3001 1.5704 0.4295  0.09
H -2.7575 -1.8166 -0.2397  0.29
H -3.4342 0.5342 0.3490  0.46
H 1.8499 -0.9174 -0.3686  0.32
H 4.1830 0.0889 0.0944  0.26

- Highest occupied orbital energy (alpha / beta): -7.5499 / -7.8530 eV
- F_max: 0.103 Eh/bohr
- Frontier orbital gap (alpha / beta): 6.3 / 6.9 eV
- Energy above the lowest of the compared OMol25 structures with the same formula, charge and spin: 135.03 kcal per mole